{
  "formula": "C6H9CdLiO2",
  "method": "ωB97M-V/def2-TZVPD",
  "homo_ev": [-10.504, -10.615],
  "charge": 1,
  "homo_lumo_gap_ev": [5.6, 5.6],
  "spin_multiplicity": 2,
  "e_tot_ha": -559.2805,
  "s_squared": 0.776,
  "symbols": ["Cd", "O", "O", "C", "C", "C", "C", "C", "C", "Li", "H", "H", "H", "H", "H", "H", "H", "H", "H"],
  "positions_angstrom": [[1.132, -1.651, 0.583], [2.264, -0.468, -0.258], [-0.257, -1.975, 1.896], [0.522, 1.188, -1.066], [-2.061, 0.348, 0.050], [-1.803, -0.214, 1.339], [-1.479, -1.539, 1.509], [2.197, 0.783, -0.782], [1.592, 1.123, -2.116], [-0.262, -3.171, 3.281], [-2.200, -2.329, 1.256], [2.948, 1.504, -0.431], [0.050, 0.645, -0.274], [1.503, 0.244, -2.767], [1.912, 2.061, -2.580], [-0.330, 1.858, -0.972], [-1.571, 0.486, 2.150], [-1.850, -0.303, -0.806], [-2.305, 1.410, -0.012]],
  "forces_ev_per_a": [[-0.7, -0.1, -0.3], [2.9, 1.7, -2.1], [-0.3, -1.5, 2.5], [0.6, 1.2, 1.3], [0.3, -1.7, 3.6], [-0.1, 4.0, -3.2], [-1.4, -2.6, -0.4], [-1.5, 2.7, -0.1], [-0.5, -3.6, 0.3], [-0.2, 0.2, -0.1], [0.4, 0.2, -0.2], [-0.5, -0.5, 0.3], [0.7, -2.7, -0.6], [0.4, 0.6, -0.5], [-0.4, -0.3, 0.4], [1.2, 2.2, -0.6], [-0.3, 0.0, -0.1], [-0.8, 0.5, 0.1], [0.1, -0.4, -0.3]],
  "nbo_charge": [1.64, -1.00, -1.07, -0.63, -0.30, -0.35, 0.07, 0.19, -0.44, 0.98, 0.17, 0.19, 0.22, 0.20, 0.25, 0.23, 0.22, 0.21, 0.23]
}



{
  "formula": "C25H29IrN7O5S",
  "method": "ωB97M-V/def2-TZVPD",
  "homo_ev": [-13.645, -13.645],
  "charge": 2,
  "homo_lumo_gap_ev": [7.4, 7.1],
  "spin_multiplicity": 2,
  "e_tot_ha": -2231.6006,
  "s_squared": 0.754,
  "relative_energy_ev": 0.000,
  "symbols": ["Ir", "S", "O", "O", "O", "O", "O", "N", "N", "N", "N", "N", "N", "N", "C", "C", "C", "C", "C", "C", "C", "C", "C", "C", "C", "C", "C", "C", "C", "C", "C", "C", "C", "C", "C", "C", "C", "C", "C", "H", "H", "H", "H", "H", "H", "H", "H", "H", "H", "H", "H", "H", "H", "H", "H", "H", "H", "H", "H", "H", "H", "H", "H", "H", "H", "H", "H", "H"],
  "positions_angstrom": [[-0.044, 0.620, -0.248], [1.759, -2.312, -5.828], [-3.370, -0.107, -2.341], [-1.729, -0.310, -0.821], [0.484, 2.035, 1.059], [0.524, 4.274, 1.288], [-3.355, 5.272, -2.131], [-0.596, 1.922, 4.468], [0.389, 1.395, 3.773], [-0.453, -6.284, -5.926], [1.161, -0.809, 0.682], [2.861, -2.068, 1.160], [0.520, -0.406, -1.922], [-1.203, 2.122, -0.841], [-3.041, 2.889, -2.075], [-0.910, 3.343, -0.392], [1.280, 0.241, -2.826], [-0.728, 1.797, 5.945], [0.472, -2.305, -3.356], [0.800, -6.211, -5.491], [-2.259, 1.865, -1.593], [-1.354, 3.107, 6.416], [1.742, -2.798, 1.492], [0.892, -3.866, -5.862], [0.686, -2.009, 1.185], [0.120, -1.657, -2.194], [-1.037, -5.167, -6.347], [0.120, 3.308, 0.719], [1.252, -1.644, -4.306], [1.522, -5.024, -5.436], [3.428, 0.170, 0.191], [0.648, 1.588, 6.561], [1.662, -0.335, -4.008], [2.484, -0.876, 0.664], [-0.408, -3.928, -6.341], [-1.627, 4.428, -0.820], [-2.512, 0.374, -1.662], [-1.651, 0.608, 6.219], [-2.692, 4.199, -1.715], [1.799, -3.788, 1.908], [-2.053, -5.261, -6.711], [4.008, -0.186, -0.662], [-2.317, 3.282, 5.931], [-1.534, 3.048, 7.488], [-0.917, -3.045, -6.703], [2.263, 0.234, -4.705], [1.574, 1.252, -2.576], [-0.507, -2.135, -1.457], [-1.411, 5.425, -0.461], [4.126, 0.448, 0.981], [1.071, 0.611, 6.315], [1.344, 2.382, 6.283], [0.543, 1.618, 7.644], [-0.698, 3.954, 6.221], [0.429, 1.616, 2.775], [2.544, -5.012, -5.083], [-1.425, 2.153, 3.933], [3.816, -2.373, 1.267], [-0.368, -2.198, 1.293], [2.881, 1.063, -0.102], [1.254, -7.141, -5.170], [-1.252, -0.309, 5.786], [-3.906, 2.666, -2.688], [-1.738, 0.469, 7.296], [-2.653, 0.784, 5.823], [1.252, 1.263, 4.283], [-4.081, 5.050, -2.728], [0.119, -3.313, -3.519]],
  "forces_ev_per_a": [[-0.1, -0.3, 0.3], [0.0, 0.0, 0.0], [0.0, -0.1, 0.1], [0.0, -0.1, 0.1], [-0.2, 0.1, 0.0], [-0.1, -0.1, 0.0], [0.0, 0.0, 0.0], [0.0, 0.0, 0.0], [0.0, 0.0, 0.4], [0.0, 0.0, 0.0], [-0.2, -0.2, -0.3], [0.0, 0.0, 0.0], [-0.2, 0.4, -0.2], [0.4, 0.0, -0.2], [0.0, 0.0, 0.0], [0.0, 0.0, 0.1], [0.0, 0.0, 0.0], [0.0, 0.0, 0.0], [0.0, 0.0, 0.0], [0.0, 0.0, 0.0], [-0.1, 0.0, 0.0], [0.0, 0.0, 0.0], [0.0, 0.0, 0.0], [0.0, 0.0, 0.0], [0.0, 0.0, 0.1], [0.1, -0.1, 0.0], [0.0, 0.0, 0.0], [0.1, 0.1, -0.2], [0.0, 0.0, 0.0], [0.0, 0.0, 0.0], [0.0, 0.0, 0.0], [0.0, 0.0, 0.0], [0.0, 0.0, 0.0], [0.1, 0.0, 0.1], [0.0, 0.0, 0.0], [0.0, 0.0, 0.0], [-0.1, 0.0, -0.1], [0.0, 0.0, 0.0], [0.0, 0.0, 0.0], [0.0, 0.0, 0.0], [0.0, 0.0, 0.0], [0.0, 0.0, 0.0], [0.0, 0.0, 0.0], [0.0, 0.0, 0.0], [0.0, 0.0, 0.0], [0.0, 0.0, 0.0], [0.0, 0.0, 0.0], [0.0, 0.0, 0.0], [0.0, 0.0, 0.0], [0.0, 0.0, 0.0], [0.0, 0.0, 0.0], [0.0, 0.0, 0.0], [0.0, 0.0, 0.0], [0.0, 0.0, 0.0], [0.1, 0.1, -0.3], [0.0, 0.0, 0.0], [0.0, 0.0, 0.0], [0.0, 0.0, 0.0], [0.0, 0.0, 0.0], [0.0, 0.0, 0.0], [0.0, 0.0, 0.0], [0.0, 0.0, 0.0], [0.0, 0.0, 0.0], [0.0, 0.0, 0.0], [0.0, 0.0, 0.0], [0.0, 0.0, 0.0], [0.0, 0.0, 0.0], [0.0, 0.0, 0.0]],
  "nbo_charge": [1.19, 0.40, -0.51, -0.64, -0.81, -0.50, -0.61, -0.18, -0.44, -0.37, -0.52, -0.49, -0.41, -0.44, -0.26, 0.09, 0.04, 0.10, -0.27, 0.05, 0.13, -0.62, -0.06, -0.19, -0.09, 0.08, 0.05, 0.75, -0.10, -0.26, -0.67, -0.65, -0.25, 0.41, -0.25, -0.23, 0.74, -0.62, 0.39, 0.25, 0.21, 0.25, 0.22, 0.25, 0.24, 0.25, 0.22, 0.25, 0.28, 0.26, 0.22, 0.23, 0.27, 0.23, 0.44, 0.24, 0.41, 0.44, 0.25, 0.24, 0.21, 0.22, 0.27, 0.25, 0.23, 0.41, 0.51, 0.26]
}



{
  "formula": "C40H71Br6NO26",
  "method": "ωB97M-V/def2-TZVPD",
  "homo_ev": -10.148,
  "homo_lumo_gap_ev": 9.3,
  "e_tot_ha": -19021.6244,
  "symbols": ["Br", "Br", "Br", "Br", "Br", "Br", "O", "O", "O", "O", "O", "O", "O", "O", "O", "O", "O", "O", "O", "O", "O", "O", "O", "O", "O", "O", "O", "O", "O", "O", "O", "O", "N", "C", "C", "C", "C", "C", "C", "C", "C", "C", "C", "C", "C", "C", "C", "C", "C", "C", "C", "C", "C", "C", "C", "C", "C", "C", "C", "C", "C", "C", "C", "C", "C", "C", "C", "C", "C", "C", "C", "C", "C", "H", "H", "H", "H", "H", "H", "H", "H", "H", "H", "H", "H", "H", "H", "H", "H", "H", "H", "H", "H", "H", "H", "H", "H", "H", "H", "H", "H", "H", "H", "H", "H", "H", "H", "H", "H", "H", "H", "H", "H", "H", "H", "H", "H", "H", "H", "H", "H", "H", "H", "H", "H", "H", "H", "H", "H", "H", "H", "H", "H", "H", "H", "H", "H", "H", "H", "H", "H", "H", "H", "H"],
  "positions_angstrom": [[16.315, -20.756, -1.304], [7.797, -6.829, -6.852], [14.086, -21.399, -3.596], [8.790, -5.949, -9.894], [15.963, -18.756, -4.033], [10.460, -7.932, -8.116], [13.769, -1.688, -4.208], [19.167, -16.647, -9.132], [20.205, -8.174, -10.600], [17.762, -13.186, -3.599], [15.212, -3.875, -13.937], [18.629, -8.617, -0.731], [24.178, -12.179, 5.052], [15.615, -12.464, -3.245], [24.447, -18.104, 1.156], [22.160, -12.291, 4.022], [9.624, -14.818, 2.093], [16.890, -11.903, -5.101], [10.649, -13.793, 0.495], [22.176, -11.971, 6.203], [21.151, -8.788, -8.852], [11.620, -1.423, -3.356], [17.840, -15.263, -10.290], [16.385, -8.180, -0.576], [17.421, -9.812, 0.713], [24.583, -17.172, 3.221], [17.965, -17.599, -10.651], [12.205, -3.378, -3.930], [22.135, -7.151, -10.162], [15.414, -4.545, -15.910], [26.152, -16.926, 1.564], [16.507, -2.599, -15.369], [10.024, -14.729, 0.955], [13.105, -4.474, -4.090], [18.881, -6.275, -1.365], [18.848, -7.717, -1.823], [9.113, -18.097, -0.235], [17.376, -8.824, -0.266], [15.991, -10.876, -5.489], [22.765, -11.870, 7.478], [15.000, -3.690, -11.570], [16.640, -12.513, -3.930], [18.231, -16.368, -10.059], [15.769, -4.533, -17.265], [9.184, -6.452, -8.120], [11.702, -0.071, -3.171], [22.932, -12.208, 5.119], [22.492, -13.076, 8.259], [25.049, -17.359, 2.101], [9.501, -17.972, -1.542], [17.958, -13.913, -2.391], [19.718, -15.609, -8.305], [9.952, -16.804, -2.142], [18.702, -8.167, -12.391], [10.042, -15.656, -1.334], [9.715, -15.779, 0.011], [22.744, -12.573, 2.737], [28.043, -15.487, 1.443], [10.381, 0.447, -2.675], [16.706, -9.928, -6.499], [15.088, -19.901, -2.652], [12.672, -2.094, -3.874], [15.762, -3.599, -15.096], [9.164, -16.954, 0.571], [16.229, -10.137, 1.297], [15.545, -3.099, -12.842], [16.879, -17.733, -11.525], [20.114, -7.719, -11.865], [22.079, -8.704, -7.805], [23.056, -18.392, 1.257], [26.985, -16.119, 2.315], [16.540, -19.233, -11.623], [21.256, -7.913, -9.864], [8.712, -19.024, 0.147], [19.816, -8.054, -2.194], [14.126, -4.196, -3.830], [18.492, -7.812, -13.400], [17.215, -17.360, -12.492], [17.083, -9.013, -6.042], [16.631, -3.024, -12.904], [15.123, -11.316, -5.979], [8.969, -17.070, 1.626], [14.075, -4.245, -11.729], [15.601, -10.323, -4.635], [18.500, -9.235, -12.315], [18.141, -7.832, -2.645], [15.972, -9.371, 2.029], [19.640, -6.154, -0.593], [20.570, -15.264, -8.891], [20.173, -16.042, -7.414], [27.664, -14.929, 0.587], [23.191, -13.183, 9.089], [11.967, 0.406, -4.116], [21.876, -12.902, 2.166], [18.011, -7.593, -11.774], [21.653, -9.226, -6.949], [14.374, -19.295, -2.096], [10.584, -14.810, -1.729], [17.959, -5.959, -0.877], [19.114, -5.630, -2.212], [15.092, -3.843, -17.768], [15.977, -9.581, -7.231], [22.946, -19.472, 1.357], [15.779, -5.540, -17.684], [18.985, -14.261, -2.282], [23.852, -11.798, 7.463], [17.412, -14.854, -2.453], [22.191, -7.663, -7.503], [27.486, -16.622, 3.143], [22.726, -18.074, 0.268], [14.723, -2.830, -10.960], [28.737, -16.229, 1.047], [10.438, -16.938, -3.096], [9.610, 0.432, -3.445], [12.440, 0.084, -2.384], [9.421, -18.838, -2.182], [22.461, -10.940, 7.959], [20.013, -6.637, -11.946], [15.414, -10.228, 0.579], [9.653, -5.607, -7.615], [23.032, -9.156, -8.080], [22.683, -13.969, 7.664], [16.793, -4.207, -17.446], [17.485, -10.396, -7.101], [13.187, -4.669, -5.159], [16.025, -17.133, -11.209], [23.181, -11.656, 2.342], [22.530, -17.885, 2.066], [17.680, -13.271, -1.555], [16.407, -19.680, -10.638], [15.719, -19.522, -12.280], [15.789, -4.263, -11.083], [23.588, -13.262, 2.743], [16.425, -11.057, 1.848], [15.170, -2.079, -12.934], [9.935, 0.067, -1.756], [21.469, -13.213, 8.610], [17.361, -19.797, -12.065], [12.769, -5.390, -3.602], [18.977, -14.867, -8.007], [20.940, -8.019, -12.510], [10.559, 1.516, -2.554], [26.421, -15.351, 2.845], [28.642, -14.787, 2.026]],
  "forces_ev_per_a": [[-0.8, 0.9, -1.2], [-0.7, -0.1, -0.3], [0.7, 1.3, 0.8], [-0.6, 0.1, -0.3], [-0.5, -0.9, 1.2], [-0.1, 0.3, 0.0], [-1.7, -0.4, 0.6], [-0.5, -0.8, 0.5], [-1.0, -1.0, 1.6], [0.6, 0.4, -1.2], [-1.1, -1.0, -0.7], [-1.1, -1.1, 0.6], [-3.0, -0.5, 0.6], [2.0, 0.1, -1.6], [0.5, 0.4, 0.4], [-0.2, -0.5, 1.2], [0.1, 0.0, 0.3], [0.2, -0.4, 1.0], [0.3, 0.3, 0.4], [-0.3, -0.2, -1.6], [-0.1, 0.3, -0.1], [0.4, -2.6, -1.0], [-0.9, -0.3, -0.6], [1.4, -1.4, 0.3], [2.3, 1.9, -3.1], [1.2, 0.1, -1.7], [0.7, 1.7, 1.7], [0.2, 0.4, 0.5], [0.1, 0.0, 0.8], [-0.5, -1.7, -0.2], [0.4, -0.4, -0.8], [-2.6, -3.5, 1.0], [-0.2, 1.0, -0.6], [1.0, 0.6, -1.4], [0.2, -0.1, 0.5], [0.0, 0.3, -0.1], [-0.7, 1.3, 0.7], [-0.5, 0.7, 0.7], [-0.2, 0.9, -1.2], [1.6, 0.8, 0.4], [0.3, 0.4, 0.1], [-0.9, -0.4, 1.9], [1.3, -1.3, 0.4], [0.8, 0.7, -1.0], [1.1, 0.0, 1.2], [0.2, 1.2, 0.9], [3.1, 1.3, -1.0], [-0.5, -2.0, 0.9], [-2.5, -0.9, 1.4], [-0.2, -0.7, -1.4], [-0.9, -0.2, 0.1], [0.4, -0.2, -0.7], [0.2, -0.1, 1.7], [0.7, 0.6, 0.4], [1.0, -0.9, -0.5], [-1.0, -1.7, 0.3], [0.2, 0.6, 0.3], [0.4, 0.0, -0.4], [-0.6, 1.3, -0.6], [-0.7, 0.0, 0.2], [0.4, -1.1, -0.6], [-0.1, -0.9, 0.1], [3.0, 4.1, -0.9], [1.0, -0.4, -0.7], [-1.6, -0.2, 1.3], [0.9, 1.4, 0.4], [-0.7, -0.4, -1.2], [-2.1, 1.0, -3.5], [0.3, 0.4, 0.8], [0.1, -0.2, -0.5], [1.2, 1.8, 1.5], [0.7, -0.2, 0.0], [0.6, -0.8, -0.4], [0.1, -0.1, 0.1], [0.0, 0.2, 0.0], [-0.1, 0.0, 0.6], [0.4, -0.2, -0.1], [-0.3, 0.0, -0.2], [0.3, -0.2, 0.2], [0.1, 0.2, 0.7], [0.0, -0.2, 0.0], [-0.1, 0.5, 0.0], [0.3, -0.2, -0.1], [0.3, -0.1, 0.2], [0.1, 0.1, 0.1], [-0.4, -0.3, 0.3], [-0.3, 0.1, 0.0], [0.3, 0.0, -0.2], [-0.2, 0.9, 0.2], [-0.5, -0.5, -0.1], [-0.3, -0.1, 0.1], [-0.2, 0.3, 0.2], [0.2, 0.3, 0.2], [0.5, -0.1, -0.2], [-0.3, -0.4, 0.2], [0.0, -0.2, -0.2], [0.2, -0.2, -0.3], [-0.3, 0.3, 0.3], [-0.2, -0.1, -0.4], [-0.1, 0.1, 0.1], [0.0, -0.3, -0.3], [-0.2, 0.0, 0.0], [-0.1, 0.1, 0.1], [-0.8, 0.0, 0.4], [0.2, 0.8, -0.5], [0.1, 0.2, -0.8], [-0.6, 0.2, 0.4], [0.4, 0.0, -0.1], [-0.1, -0.7, -0.1], [-0.7, -0.1, 0.2], [0.1, -0.2, 0.4], [-0.1, -0.1, 0.0], [-0.4, 0.7, -0.3], [0.0, -0.4, -0.1], [0.4, 0.5, -0.3], [0.2, -0.3, 0.0], [-0.5, -0.1, -0.2], [0.6, 0.3, 0.4], [0.0, -0.2, 0.0], [0.3, -0.2, -0.5], [0.0, 0.2, 0.0], [0.1, 0.0, -0.3], [0.0, 0.4, 0.4], [0.1, -0.2, 0.4], [-0.2, -0.3, -0.1], [0.0, 0.0, 0.2], [-0.3, 0.2, -0.1], [0.3, 0.1, -0.1], [-0.1, -0.4, 0.1], [-0.3, 0.2, 0.1], [-0.4, 0.6, 0.2], [-0.5, -0.3, 0.2], [-0.4, -0.4, 0.4], [-0.3, -0.1, -0.2], [-0.1, 0.0, -0.5], [0.6, -0.3, 0.0], [0.0, 0.3, 0.1], [0.4, 0.3, 0.1], [-0.3, 0.5, 0.3], [0.2, 0.1, -0.4], [0.1, -0.2, 0.2], [-0.1, 0.2, 0.4], [-0.4, 0.1, -0.3], [-0.1, 0.0, 0.2]],
  "lowdin_charge": [0.50, 0.58, 0.46, 0.61, 0.51, 0.53, 0.13, -0.03, 0.04, -0.02, 0.05, 0.02, 0.08, 0.10, -0.02, -0.01, 0.08, 0.03, 0.08, 0.04, 0.00, 0.02, 0.14, 0.11, -0.02, 0.11, 0.00, -0.02, 0.15, 0.02, 0.07, 0.06, -0.37, -0.05, -0.07, -0.22, -0.07, -0.50, -0.20, -0.25, -0.05, -0.54, -0.54, -0.04, -1.68, -0.27, -0.53, -0.08, -0.58, -0.10, -0.03, -0.03, -0.05, -0.05, 0.01, -0.15, -0.03, -0.06, -0.07, -0.05, -1.44, -0.53, -0.57, 0.02, -0.10, -0.25, -0.24, -0.25, -0.06, -0.04, -0.25, -0.06, -0.60, 0.11, 0.12, 0.09, 0.07, 0.12, 0.06, 0.13, 0.12, 0.12, 0.08, 0.12, 0.07, 0.12, 0.10, 0.08, 0.10, 0.09, 0.08, 0.09, 0.14, 0.10, 0.07, 0.09, -0.03, 0.12, 0.08, 0.08, 0.10, 0.07, 0.09, 0.10, 0.09, 0.12, 0.09, 0.10, 0.13, 0.09, 0.08, 0.08, 0.11, 0.08, 0.13, 0.10, 0.13, 0.12, 0.10, -0.04, 0.10, 0.09, 0.10, 0.08, 0.09, 0.12, 0.09, 0.09, 0.10, 0.08, 0.07, 0.08, 0.09, 0.10, 0.13, 0.08, 0.08, 0.07, 0.10, 0.10, 0.13, 0.08, 0.13, 0.08]
}



{
  "formula": "C3H4F3N",
  "method": "ωB97M-V/def2-TZVPD",
  "homo_ev": -10.078,
  "homo_lumo_gap_ev": 11.0,
  "e_tot_ha": -470.9946,
  "relative_energy_ev": 1.579,
  "symbols": ["F", "F", "F", "N", "C", "C", "C", "H", "H", "H", "H"],
  "positions_angstrom": [[2.797, -1.953, 1.476], [1.399, -0.377, -1.377], [1.465, -3.342, 0.457], [0.095, -0.415, 0.557], [1.019, -0.771, -0.152], [2.218, -2.256, 0.316], [-0.867, 0.597, 0.210], [2.938, -2.346, -0.497], [-0.445, 1.582, 0.404], [-1.156, 0.546, -0.842], [-1.736, 0.447, 0.847]],
  "forces_ev_per_a": [[0.1, -0.1, 0.0], [-0.3, 0.5, -0.2], [0.0, -0.2, 0.0], [0.1, -0.1, 0.3], [3.1, -3.9, 0.9], [-2.6, 3.5, -1.0], [-0.2, 0.2, -0.2], [0.0, -0.1, 0.1], [-0.1, 0.1, 0.0], [0.0, 0.0, 0.1], [-0.1, 0.2, -0.1]],
  "nbo_charge": [-0.32, -0.34, -0.32, -0.48, 0.60, 0.56, -0.44, 0.14, 0.21, 0.20, 0.21]
}